1.
DFT (ωB97M-V/def2-TZVPD) results for a single C5H9N3 molecule at a distorted geometry.

As for the LUMO energy: 0.7 eV. The total charge is 0. The value obtained for the HOMO-LUMO gap is 9.0 eV. The calculation puts the largest force on an atom at 4.26 eV Å⁻¹. Its total energy is -360.1409 Ha. Its relative energy (zero: lowest compared OMol25 entry of this formula, charge and spin) is 1.5343 eV.

CARTESIAN COORDINATES (ANGSTROEM)
C (1.691, 0.948, 0.784)
C (-1.032, -1.318, -0.838)
N (0.023, 1.522, -0.878)
C (0.460, 0.535, 0.002)
C (-0.059, -0.711, 0.152)
N (0.266, -1.549, 1.211)
C (-1.412, 1.805, -0.853)
N (-2.551, 2.001, -0.862)
H (0.326, 1.310, -1.824)
H (0.528, -1.031, 2.049)
H (-0.484, -2.205, 1.429)
H (2.353, 1.553, 0.152)
H (1.419, 1.535, 1.665)
H (2.290, 0.086, 1.100)
H (-2.034, -1.399, -0.405)
H (-1.093, -0.758, -1.775)
H (-0.691, -2.325, -1.109)

2.
DFT (ωB97M-V/def2-TZVPD) results for 2 unconnected molecules or ions with the total composition C2H6N4O2 at a distorted geometry.

As for the LUMO energy: -0.9 eV. The total charge is 0. The value obtained for the HOMO-LUMO gap is 7.7 eV. The calculation puts the largest force on an atom at 6.09 eV Å⁻¹. Its total energy is -449.0312 Ha. Its relative energy (zero: lowest compared OMol25 entry of this formula, charge and spin) is 7.8906 eV.

CARTESIAN COORDINATES (ANGSTROEM)
C (-0.339, -0.111, 0.340)
C (-0.601, -0.948, 1.671)
H (1.796, 0.757, -0.058)
H (2.832, -0.563, -2.188)
H (0.916, -1.735, -0.334)
H (-1.175, 2.395, -1.213)
H (-0.488, 0.941, -1.999)
H (-2.140, 0.325, 2.061)
N (1.988, -0.341, -0.566)
N (0.573, -0.773, -0.617)
N (-0.881, 0.924, -0.117)
N (-0.542, 1.677, -1.197)
O (-1.667, -0.435, 2.392)
O (-0.272, -2.112, 1.825)

3.
DFT (ωB97M-V/def2-TZVPD) results for a molecular structure, C3H9NO3S at a distorted geometry.

As for the LUMO energy: 0.6 eV. The total charge is 0. The value obtained for the HOMO-LUMO gap is 10.0 eV. The calculation puts the largest force on an atom at 6.50 eV Å⁻¹. Its total energy is -798.2907 Ha. Its relative energy (zero: lowest compared OMol25 entry of this formula, charge and spin) is 3.0330 eV.

CARTESIAN COORDINATES (ANGSTROEM)
C (1.636, -0.129, -1.335)
C (-0.310, 1.152, 1.844)
C (0.627, -0.105, -0.151)
N (0.501, 1.042, 0.593)
O (-1.731, -1.393, 0.444)
O (-1.779, 0.564, -1.026)
O (-0.972, -1.589, -1.925)
S (-1.010, -0.664, -0.851)
H (2.202, 0.718, -1.234)
H (1.186, -0.248, -2.383)
H (2.257, -1.031, -1.213)
H (-0.648, 2.098, 2.081)
H (-1.365, 0.575, 1.811)
H (0.364, 0.718, 2.619)
H (0.891, -1.077, 0.732)
H (0.257, 1.670, -0.161)
H (-2.107, -2.300, 0.154)

4.
DFT (ωB97M-V/def2-TZVPD) results for a molecular structure, C5H9F10FeN5O20S6 at a distorted geometry.

As for the LUMO energy (spin up / spin down): 2.9 / 1.2 eV. The total charge is -2. The value obtained for the HOMO-LUMO gap (spin up / spin down) is 4.7 / 6.1 eV. The expectation value of S² is 12.018. Its spin multiplicity is 7. The calculation puts the largest force on an atom at 8.94 eV Å⁻¹. Its total energy is -6625.5638 Ha.

CARTESIAN COORDINATES (ANGSTROEM)
Fe (26.131, -0.281, -29.437)
C (25.816, 2.888, -32.776)
F (24.477, 3.028, -32.874)
F (26.460, 3.441, -33.790)
F (26.304, 3.369, -31.576)
S (26.126, 0.952, -32.693)
O (24.898, 0.400, -33.326)
O (27.394, 0.706, -33.429)
O (26.182, 0.554, -31.253)
C (21.546, 0.393, -29.974)
F (20.375, -0.136, -30.203)
F (21.633, 1.568, -30.763)
F (21.649, 0.721, -28.689)
S (22.901, -0.848, -30.499)
O (22.992, -0.765, -31.951)
O (24.155, -0.410, -29.919)
O (22.590, -2.182, -30.021)
N (28.004, -0.448, -29.415)
S (29.308, 0.493, -29.490)
O (30.227, 0.292, -30.607)
O (29.864, 0.919, -28.201)
F (28.588, 1.861, -29.869)
S (29.207, -1.734, -29.060)
O (29.702, -1.761, -27.700)
O (29.968, -2.372, -30.060)
F (27.962, -2.808, -29.013)
N (25.769, 1.206, -28.318)
S (26.250, 1.553, -26.717)
O (25.421, 1.052, -25.617)
O (27.253, 2.547, -26.510)
F (27.305, 0.384, -26.698)
S (24.976, 2.563, -28.355)
O (25.642, 3.820, -28.555)
O (23.656, 2.437, -27.736)
F (24.647, 2.208, -29.899)
C (22.910, 6.661, -30.674)
N (22.683, 5.158, -30.577)
O (22.296, 4.514, -31.553)
O (22.993, 4.600, -29.500)
H (23.931, 6.840, -31.012)
H (22.860, 7.069, -29.664)
H (22.103, 7.078, -31.277)
C (29.448, 4.133, -24.969)
N (30.157, 5.002, -23.940)
O (30.301, 6.192, -24.186)
O (30.343, 4.526, -22.811)
H (28.609, 4.761, -25.269)
H (29.100, 3.281, -24.385)
H (30.186, 3.987, -25.757)
C (26.212, 7.047, -28.088)
N (27.514, 6.626, -28.646)
O (27.757, 6.828, -29.833)
O (28.328, 6.154, -27.854)
H (25.554, 7.328, -28.910)
H (26.635, 7.962, -27.673)
H (25.925, 6.164, -27.516)

5.
DFT (ωB97M-V/def2-TZVPD) results for a molecular structure, C11H14BN7PtS at a distorted geometry.

As for the LUMO energy (spin up / spin down): -10.2 / -10.0 eV. The total charge is +2. The value obtained for the HOMO-LUMO gap (spin up / spin down) is 3.7 / 3.9 eV. The expectation value of S² is 2.008. Its spin multiplicity is 3. The calculation puts the largest force on an atom at 5.07 eV Å⁻¹. Its total energy is -1352.3786 Ha. Its relative energy (zero: lowest compared OMol25 entry of this formula, charge and spin) is 3.2529 eV.

CARTESIAN COORDINATES (ANGSTROEM)
C (-0.295, 2.784, -0.944)
N (-0.113, 1.727, -1.762)
N (0.166, 2.063, -3.041)
C (0.217, 3.414, -3.035)
C (-0.068, 3.890, -1.728)
B (0.326, 0.811, -4.077)
N (1.452, -0.114, -3.397)
N (1.223, -0.647, -2.172)
C (2.263, -1.410, -1.759)
C (3.192, -1.377, -2.778)
C (2.656, -0.577, -3.780)
Pt (-0.487, -0.106, -1.261)
N (-0.963, -0.050, -4.013)
N (-1.368, -0.599, -2.859)
C (-2.507, -1.290, -2.911)
C (-2.879, -1.261, -4.246)
C (-1.876, -0.475, -4.899)
H (-2.896, -1.730, -2.017)
H (-1.843, -0.240, -5.911)
H (-3.756, -1.742, -4.606)
H (0.623, 1.164, -5.156)
H (3.066, -0.300, -4.729)
H (0.451, 3.955, -3.941)
H (4.145, -1.887, -2.735)
H (-0.126, 4.891, -1.307)
H (2.208, -1.890, -0.797)
H (-0.556, 2.547, 0.081)
H (-1.704, -3.481, 1.575)
C (-1.129, -3.320, 2.515)
H (-0.113, -3.252, 2.069)
H (1.865, 0.103, 3.285)
H (-1.314, -2.238, 2.610)
S (-0.863, 0.315, 5.519)
C (0.144, 0.201, 4.337)
N (0.861, 0.120, 3.348)

6.
DFT (ωB97M-V/def2-TZVPD) results for 2 unconnected molecules or ions with the total composition C6H17NO at a distorted geometry.

As for the LUMO energy: 0.8 eV. The total charge is 0. The value obtained for the HOMO-LUMO gap is 9.4 eV. The calculation puts the largest force on an atom at 1.46 eV Å⁻¹. Its total energy is -368.7685 Ha. Its relative energy (zero: lowest compared OMol25 entry of this formula, charge and spin) is 0.8791 eV.

CARTESIAN COORDINATES (ANGSTROEM)
C (1.983, -0.740, 1.613)
C (1.053, 0.205, 0.897)
N (0.603, -0.388, -0.380)
C (0.250, 0.676, -1.335)
C (-1.923, -0.744, -0.108)
C (-0.499, -1.329, -0.137)
C (-0.441, -2.484, -1.159)
H (2.138, -0.475, 2.656)
H (1.706, -1.775, 1.511)
H (2.952, -0.712, 1.112)
H (0.182, 0.491, 1.500)
H (1.622, 1.089, 0.637)
H (-0.497, 1.363, -0.922)
H (1.183, 1.179, -1.582)
H (-0.093, 0.175, -2.243)
H (-2.120, -0.268, 0.846)
H (-2.163, -0.080, -0.939)
H (-2.620, -1.580, -0.173)
H (-0.357, -1.781, 0.835)
H (0.518, -2.534, -1.675)
H (-0.617, -3.443, -0.667)
H (-1.175, -2.378, -1.959)
H (-0.325, 3.796, 1.307)
H (-1.037, 3.101, 0.174)
O (-0.705, 3.976, 0.431)

7.
DFT (ωB97M-V/def2-TZVPD) results for 3 unconnected molecules or ions with the total composition C4H14NO3 at a distorted geometry.

As for the LUMO energy (spin up / spin down): 0.6 / -3.3 eV. The total charge is 0. The value obtained for the HOMO-LUMO gap (spin up / spin down) is 9.5 / 5.7 eV. The expectation value of S² is 0.754. Its spin multiplicity is 2. The calculation puts the largest force on an atom at 3.60 eV Å⁻¹. Its total energy is -441.1303 Ha. Its relative energy (zero: lowest compared OMol25 entry of this formula, charge and spin) is 2.7368 eV.

CARTESIAN COORDINATES (ANGSTROEM)
C (-1.822, -2.313, -0.581)
N (-0.599, -1.946, 0.209)
C (0.188, -0.885, -0.464)
C (1.428, -0.536, 0.424)
C (1.232, 0.008, 1.841)
O (0.185, 0.927, 1.930)
H (-1.898, -1.618, -1.399)
H (-2.732, -2.323, 0.098)
H (-1.780, -3.406, -0.821)
H (-0.930, -1.722, 1.134)
H (-0.424, -0.043, -0.748)
H (0.435, -1.228, -1.493)
H (2.065, -1.418, 0.415)
H (1.826, 0.252, -0.211)
H (0.933, -0.851, 2.438)
H (2.047, 0.557, 2.326)
H (0.771, 2.992, 0.384)
H (0.268, 1.625, 0.807)
O (0.267, 2.314, -0.089)
H (-0.677, 3.005, -1.307)
H (0.001, 3.189, -2.700)
O (-0.782, 3.419, -2.191)

8.
DFT (ωB97M-V/def2-TZVPD) results for a molecular structure, C5H7BrO at a distorted geometry.

As for the LUMO energy: 0.4 eV. The total charge is 0. The value obtained for the HOMO-LUMO gap is 8.4 eV. The calculation puts the largest force on an atom at 4.24 eV Å⁻¹. Its total energy is -2843.8662 Ha. Its relative energy (zero: lowest compared OMol25 entry of this formula, charge and spin) is 1.9759 eV.

CARTESIAN COORDINATES (ANGSTROEM)
C (-0.515, 0.646, -0.310)
C (-0.496, -0.634, -0.004)
C (0.786, 1.381, -0.072)
C (1.655, 0.372, 0.654)
C (-1.617, -1.483, -0.366)
O (0.578, -1.188, 0.447)
Br (3.414, 0.021, 0.024)
H (-1.419, 1.274, -0.455)
H (1.207, 1.741, -0.984)
H (0.508, 2.333, 0.492)
H (1.696, 0.480, 1.774)
H (-2.285, -0.934, -1.068)
H (-2.305, -1.519, 0.366)
H (-1.206, -2.489, -0.497)

Among the records above, which one has the lowest total charge?
C5H9F10FeN5O20S6

What is the total charge in the eighth record?
0